No. 1
The following is a quantum chemistry calculation of a 2-piece molecular cluster, C4H12 overall in a non-equilibrium geometry, from the Open Molecules 2025 dataset.

The geometry in XYZ format:
```
16
Properties=species:S:1:pos:R:3:forces:R:3:mulliken_charge:R:1
C -1.55851 -0.11512 0.81899 -1.1 -0.8 -0.2 -0.348
C -2.68926 -0.22072 -0.21261 0.0 0.3 -0.4 -0.903
H -1.55550 -1.05756 1.35466 0.4 -0.1 0.2 0.345
H -0.65501 0.05467 0.19426 0.4 0.1 0.2 -0.126
H -1.67054 0.66477 1.56995 0.4 0.4 -0.2 0.364
H -2.97327 -1.23683 -0.47299 0.1 0.0 0.1 0.304
H -2.49033 0.31604 -1.14103 0.0 0.1 0.0 0.320
H -3.58563 0.28342 0.19836 0.1 0.0 0.2 0.315
C 2.26472 0.91427 -0.27370 -0.3 0.2 0.0 -0.645
C 2.00648 -0.51582 -0.34237 -0.3 -0.8 -0.8 -0.669
H 1.50273 1.50095 -0.78806 0.1 0.1 0.0 0.331
H 2.45351 1.27550 0.74048 0.2 0.0 0.1 0.323
H 3.21628 1.19445 -0.80636 0.0 -0.2 0.0 0.343
H 1.48177 -0.92018 -1.21045 -0.1 0.5 -0.1 0.374
H 1.39281 -0.91324 0.55971 0.1 0.1 0.2 0.336
H 2.85975 -1.22459 -0.18884 0.0 0.2 0.7 0.337
```
Forces are in eV/Å.

Its net charge is +1. Its energy relative to the best compared isomer or geometry (same formula, charge and spin) is 0.4737 eV. Its expectation value of S² is 0.754. The spin multiplicity is 2. The value obtained for the LUMO energy (spin up / spin down) is -2.95 / -11.34 eV. Its HOMO energy (spin up / spin down) is -16.47 / -15.29 eV. The frontier orbital gap (spin up / spin down) is 13.5 / 4.0 eV.

No. 2
The following is a quantum chemistry calculation of C35H33ClCrN4S2Si2 as an isolated structure in a non-equilibrium geometry, from the Open Molecules 2025 dataset.

The geometry in XYZ format:
```
78
Properties=species:S:1:pos:R:3:forces:R:3:mulliken_charge:R:1
C -1.29736 -0.64169 5.60373 -0.6 -0.1 -1.4 -0.533
C -2.15308 -0.05258 4.61297 -0.5 -1.7 0.3 -0.806
C -2.20947 -0.94521 3.47491 0.8 -0.1 1.0 -0.951
H -2.76562 0.83104 4.74500 0.2 -0.1 0.0 0.772
C -1.29496 -2.04767 3.75572 -0.8 0.4 1.1 -0.414
C -0.77412 -1.86065 5.08700 -1.1 0.1 -1.2 -0.737
H -0.15062 -2.57001 5.61932 0.1 0.2 -0.1 0.529
H -1.12995 -0.25456 6.60261 0.2 0.1 -0.2 0.479
H -2.84969 -0.85521 2.60261 0.1 -0.1 0.2 0.784
H -1.18272 -2.93074 3.13841 0.1 0.2 0.1 0.587
Cr -0.15591 -0.12723 3.25991 -0.4 -0.6 0.7 -0.181
Si 2.15328 0.16033 -3.70083 0.1 0.1 1.0 0.401
C 1.54674 1.67192 -4.60023 0.0 0.5 -0.3 -0.094
C 2.21495 2.23760 -5.70155 -0.3 0.1 0.1 -0.417
H 3.17272 1.79913 -6.03072 -0.5 0.4 0.1 0.318
C 1.65370 3.32109 -6.38621 -0.1 0.0 0.1 -0.509
H 2.17499 3.73976 -7.25016 -0.2 -0.1 0.3 0.365
C 0.42223 3.86235 -5.97715 0.1 -0.3 0.3 -0.515
H -0.01952 4.71039 -6.50910 0.2 -0.3 0.2 0.355
C -0.25206 3.30400 -4.88093 0.2 -0.2 -0.1 -0.621
H -1.22260 3.69964 -4.55621 0.4 -0.1 -0.2 0.448
C 0.30628 2.21078 -4.19925 0.0 0.1 -0.3 0.165
H -0.23744 1.75146 -3.35616 0.3 0.3 -0.6 0.455
C 1.78977 -1.33495 -4.75108 0.3 -0.8 -0.8 0.495
C 0.73212 -1.25547 -5.68932 0.1 -0.1 0.3 -0.294
H 0.32035 -0.26501 -5.95171 0.1 -0.7 0.2 0.274
C 0.20333 -2.41171 -6.27531 0.3 0.0 0.2 -0.602
H -0.62013 -2.32157 -6.98644 0.2 -0.1 0.2 0.366
C 0.73985 -3.66941 -5.96299 0.2 0.4 0.0 -0.443
H 0.29806 -4.57293 -6.39507 0.2 0.3 0.2 0.369
C 1.87180 -3.74785 -5.13923 0.0 0.3 0.0 -0.451
H 2.34636 -4.71478 -4.96197 -0.2 0.3 0.0 0.367
C 2.41005 -2.58984 -4.55487 -0.4 0.2 0.0 -0.507
H 3.31729 -2.64222 -3.93025 -0.6 -0.1 -0.3 0.305
H 1.18691 0.07551 -2.58833 0.0 -0.1 -0.1 -0.114
Si 0.00037 0.01289 0.86003 0.3 -0.4 1.4 0.797
C -0.75389 -1.59412 0.28179 0.0 0.0 -1.1 1.227
C -1.78413 -1.52322 -0.66428 -0.1 -0.9 0.0 -0.280
H -2.12906 -0.55067 -1.02674 0.0 -0.4 0.2 0.239
C -2.34463 -2.70065 -1.17980 0.1 0.1 0.0 -0.643
H -3.15307 -2.62151 -1.90601 0.2 -0.1 0.1 0.399
C -1.85394 -3.95443 -0.79878 -0.1 0.4 -0.1 -0.605
H -2.25361 -4.86505 -1.25920 0.1 0.4 0.3 0.354
C -0.81439 -4.02143 0.13104 0.2 0.1 0.0 -0.509
H -0.42098 -4.99178 0.43234 0.0 0.2 -0.1 0.410
C -0.25392 -2.85437 0.65402 -0.4 0.0 -0.3 -0.479
H 0.59943 -2.92908 1.33405 -0.5 0.0 -0.1 -0.117
C -0.99188 1.43120 0.22283 -0.8 0.7 -0.7 0.653
C -2.27940 1.60806 0.78354 -0.2 0.3 -0.2 -0.890
H -2.64984 0.93086 1.57672 0.4 0.4 -0.5 0.455
C -3.13596 2.61818 0.32599 0.2 0.1 -0.1 -0.692
H -4.12459 2.75161 0.77613 0.3 -0.1 -0.1 0.412
C -2.73703 3.46379 -0.72201 0.0 -0.3 0.3 -0.649
H -3.40916 4.24154 -1.09894 0.3 -0.3 0.2 0.364
C -1.46879 3.29879 -1.27624 0.0 0.2 0.1 -0.438
H -1.15260 3.96730 -2.08376 0.0 -0.3 0.3 0.555
C -0.59821 2.31206 -0.80009 -0.2 0.1 0.1 -0.988
H 0.40307 2.25552 -1.23940 -0.3 -0.2 0.2 0.686
H 3.53041 0.26753 -2.98792 -0.8 -0.2 -0.9 -0.198
Cl 1.87657 0.10187 -0.03745 0.7 0.0 0.0 -0.453
N -1.65742 3.01518 4.06757 -0.3 0.3 -0.4 -0.290
C -0.54530 2.68414 4.73307 1.0 -1.2 0.1 0.341
N 0.18502 1.59647 4.47333 -0.1 2.5 1.0 0.494
C 1.18531 1.44399 5.43738 -1.5 3.1 1.1 -0.163
C 1.21216 2.44372 6.39315 0.6 -1.4 -0.7 -0.435
S -0.03291 3.61187 6.12473 0.2 -0.6 -0.3 -0.261
C 1.96179 0.26865 5.35190 1.6 -2.4 -0.3 -0.625
C 2.91885 -0.26262 6.18471 -1.1 1.0 -0.1 -0.347
S 3.46340 -1.78735 5.61932 -0.3 0.2 -0.7 -0.228
C 2.42918 -1.61319 4.21221 -1.0 1.2 0.5 0.174
N 1.65596 -0.52220 4.24126 2.8 -1.3 0.4 0.982
N 2.35049 -2.54157 3.22734 0.5 -0.5 0.0 -0.291
H -2.10524 3.89856 4.26965 0.0 -0.4 -0.3 0.205
H -1.95233 2.44772 3.27387 0.2 0.4 0.3 0.007
H 1.92120 2.47040 7.21456 -0.3 0.3 -0.1 0.411
H 3.23338 0.18356 7.11999 0.1 -0.3 -0.1 0.417
H 2.95840 -3.35645 3.30461 -0.3 0.5 -0.2 0.228
H 2.17178 -2.19952 2.28642 0.0 0.0 0.3 0.127
```
Forces are in eV/Å.

Its net charge is 0. Its expectation value of S² is 6.062. The spin multiplicity is 5. The value obtained for the LUMO energy (spin up / spin down) is 0.11 / 0.12 eV. Its HOMO energy (spin up / spin down) is -5.94 / -6.98 eV. The frontier orbital gap (spin up / spin down) is 6.0 / 7.1 eV.